C24H26N8PPr as an isolated structure. Source: the Open Molecules 2025 dataset; level of theory: the ωB97M-V functional and the def2-TZVPD basis.

The geometry in XYZ format:
```
60
Properties=species:S:1:pos:R:3:forces:R:3
Pr -0.264 -0.871 0.335 0.3 0.0 0.2
C 5.395 1.057 0.234 -0.1 -0.1 0.0
N 4.314 0.068 0.232 0.0 0.0 0.0
C 4.493 -1.285 0.204 0.0 0.0 0.0
C 3.247 -1.841 0.214 0.0 0.0 0.0
N 2.311 -0.843 0.250 0.0 0.0 0.0
C 2.982 0.307 0.258 0.0 -0.1 0.0
P 2.289 1.988 0.332 0.1 0.1 0.0
C 1.224 1.775 1.796 0.1 -0.1 0.1
N 0.534 0.685 2.126 -0.2 0.0 0.0
C -0.046 0.937 3.339 0.0 0.0 0.0
C 0.313 2.184 3.752 0.0 0.0 0.0
N 1.116 2.702 2.776 0.0 0.0 0.0
C 1.743 4.024 2.820 0.0 -0.1 0.0
C 1.085 1.867 -1.036 0.0 -0.2 -0.1
N 0.379 0.794 -1.397 -0.1 0.1 -0.1
C -0.314 1.135 -2.526 0.0 0.1 0.0
C -0.022 2.426 -2.852 0.1 0.0 0.0
N 0.866 2.872 -1.913 -0.1 0.1 0.0
C 1.463 4.210 -1.895 0.0 -0.1 0.0
H 6.337 0.522 0.166 0.0 0.0 0.0
H 5.376 1.630 1.157 0.0 0.0 0.0
H 5.298 1.718 -0.623 0.0 0.0 0.0
H 5.474 -1.727 0.179 0.0 0.0 0.0
H 2.987 -2.886 0.197 0.0 0.0 0.0
H -0.682 0.226 3.840 0.0 0.0 0.0
H 0.074 2.739 4.643 0.0 0.0 0.0
H 1.408 4.525 3.723 0.0 0.0 0.0
H 1.439 4.613 1.958 0.0 0.0 0.0
H 2.825 3.925 2.846 0.0 0.0 0.0
H -0.971 0.449 -3.033 0.0 0.0 0.0
H -0.354 3.053 -3.661 0.0 0.0 0.0
H 1.055 4.771 -2.730 0.0 0.0 0.0
H 2.542 4.138 -2.003 0.0 0.0 0.0
H 1.210 4.722 -0.970 0.0 0.0 0.0
C -2.405 -3.648 0.843 0.1 0.0 0.1
N -2.229 -2.190 0.852 -0.1 0.1 0.0
C -3.292 -1.440 0.790 -0.2 0.0 0.1
C -3.239 -0.031 0.652 0.0 -0.1 0.1
C -4.284 0.887 0.649 0.0 0.1 0.0
C -3.701 2.152 0.516 0.0 -0.1 0.0
C -2.331 1.947 0.442 0.0 0.0 0.0
N -2.021 0.633 0.522 -0.1 0.0 0.0
C -2.286 -4.154 -0.571 0.0 -0.1 0.0
C -3.290 -4.897 -1.171 0.0 0.1 -0.1
C -3.151 -5.332 -2.485 0.0 0.0 0.0
C -2.009 -5.031 -3.210 0.0 0.0 0.0
C -0.988 -4.298 -2.615 0.0 0.0 0.0
C -1.135 -3.872 -1.306 0.1 0.1 0.0
H -3.359 -3.921 1.298 0.0 0.0 -0.1
H -1.621 -4.100 1.459 0.0 0.1 0.0
H -4.282 -1.899 0.840 0.0 0.0 0.0
H -5.334 0.657 0.738 0.0 0.0 0.0
H -4.208 3.102 0.478 0.0 0.0 0.0
H -1.552 2.689 0.327 0.0 0.0 0.0
H -4.189 -5.136 -0.618 0.0 0.0 0.0
H -3.942 -5.910 -2.943 0.0 0.0 0.0
H -1.904 -5.374 -4.229 0.0 0.0 0.0
H -0.080 -4.083 -3.164 0.0 0.0 0.0
H -0.291 -3.357 -0.833 0.0 -0.1 0.0
```
Forces are in eV/Å.

Properties
- Net charge: +2
- <S²>: 2.002
- Lowest unoccupied orbital energy (alpha / beta): -5.590 / -5.517 eV
- Spin multiplicity: 3
- HOMO energy (alpha / beta): -13.20 / -13.21 eV
- Electronic energy: -2226.182433 Eh